# 1
{"formula": "C3H3BiFO2", "method": "ωB97M-V/def2-TZVPD", "mol_weight_g_mol": 299.0, "homo_lumo_gap_ev": [6.38, 6.53], "homo_energy_ha": [-0.7062, -0.7252], "relative_energy_ev": 5.792, "total_charge": 2, "multiplicity": 2, "e_tot_ha": -580.02509, "elements": ["H", "F", "O", "O", "C", "C", "C", "H", "H", "Bi"], "xyz": [[1.8305, 0.3775, -0.2006], [-1.2652, -1.2605, 0.8361], [0.1905, 0.4311, 0.9759], [0.4627, -0.3763, -1.1097], [0.1052, -0.9626, 1.0084], [0.9812, -1.2732, -0.1702], [0.5062, 0.7916, -0.3396], [0.4044, -1.3479, 1.9871], [1.0470, -2.2920, -0.5481], [-0.9901, 2.2639, -1.0858]], "atomic_forces_ev_per_a": [[-1.2932, 3.6133, -0.6330], [2.1855, -0.0161, -0.4867], [-0.4624, 1.4943, -0.3900], [2.3514, -1.6775, 0.7123], [-0.6099, -0.2963, 1.9359], [-5.1559, -2.8104, -2.1891], [2.4027, -1.3538, 1.5090], [0.0419, 0.0717, -0.2281], [0.8999, 0.0282, -0.1044], [-0.3601, 0.9466, -0.1258]]}

# 2
{"formula": "C47H79N15SSi", "method": "ωB97M-V/def2-TZVPD", "mol_weight_g_mol": 914.4, "homo_lumo_gap_ev": 9.70, "homo_energy_ha": -0.3459, "e_tot_ha": -3347.16894, "elements": ["C", "C", "C", "C", "C", "Si", "N", "C", "C", "C", "C", "C", "C", "C", "C", "C", "C", "C", "C", "C", "C", "C", "N", "C", "S", "H", "H", "H", "H", "H", "H", "H", "H", "H", "H", "H", "H", "H", "H", "H", "H", "H", "H", "H", "H", "H", "H", "H", "H", "H", "H", "H", "H", "H", "H", "H", "H", "H", "H", "H", "H", "H", "H", "H", "H", "C", "C", "N", "H", "H", "H", "C", "C", "N", "H", "H", "H", "C", "C", "N", "H", "H", "H", "C", "C", "N", "H", "H", "H", "C", "C", "N", "H", "H", "H", "C", "C", "N", "H", "H", "H", "C", "C", "N", "H", "H", "H", "C", "C", "N", "H", "H", "H", "C", "C", "N", "H", "H", "H", "C", "C", "N", "H", "H", "H", "C", "C", "N", "H", "H", "H", "C", "C", "N", "H", "H", "H", "C", "C", "N", "H", "H", "H"], "xyz": [[3.9420, -4.1646, 4.2789], [2.8147, -4.3256, 3.9016], [1.4632, -4.1523, 3.3691], [1.4935, -3.5541, 1.9511], [2.2240, -2.1996, 1.8810], [3.6176, -2.1522, 0.6448], [4.8517, -3.2815, 1.1984], [3.1168, -2.5786, -1.1187], [3.5044, -1.4930, -2.1637], [2.4267, -1.0250, -3.1845], [2.2364, 0.4990, -3.0544], [0.9782, 0.9504, -2.2975], [0.5217, 0.1333, -1.0925], [-0.9859, 0.3913, -0.8603], [-1.2634, 1.8001, -0.3365], [-2.7482, 2.1180, -0.1897], [-3.5104, 1.2888, 0.8598], [-4.8139, 0.7215, 0.3085], [-4.6455, -0.3570, -0.7700], [-5.5315, -1.5822, -0.5305], [-7.0274, -1.2722, -0.5081], [-7.5962, -1.1746, -1.9255], [4.4040, -0.5479, 0.7295], [3.9230, 0.3503, 1.3651], [3.2800, 1.5257, 2.1795], [4.9721, -4.2044, 4.5290], [1.0103, -5.1431, 3.3123], [0.8647, -3.5545, 4.0513], [0.4550, -3.4180, 1.6566], [1.9095, -4.3143, 1.2887], [1.5124, -1.3986, 1.6861], [2.6730, -2.0001, 2.8541], [4.7349, -4.1493, 0.6826], [5.7447, -2.9175, 0.8706], [3.6568, -3.4893, -1.3747], [2.0614, -2.8461, -1.1563], [4.3421, -1.8946, -2.7290], [3.8885, -0.6272, -1.6345], [2.7998, -1.2724, -4.1732], [1.5039, -1.5690, -3.0146], [2.1347, 0.9076, -4.0621], [3.1343, 0.9621, -2.6525], [0.1508, 1.0676, -2.9934], [1.1945, 1.9526, -1.9262], [0.6297, -0.9373, -1.2451], [1.0345, 0.4228, -0.1732], [-1.4287, -0.3605, -0.2130], [-1.4490, 0.3117, -1.8464], [-0.7386, 1.8693, 0.6205], [-0.8167, 2.5187, -1.0202], [-2.8378, 3.1700, 0.0743], [-3.2356, 1.9933, -1.1574], [-3.7898, 1.9649, 1.6678], [-2.8780, 0.5225, 1.3057], [-5.4432, 1.5257, -0.0658], [-5.3445, 0.2632, 1.1445], [-4.8966, 0.0322, -1.7575], [-3.6170, -0.7058, -0.8291], [-5.2182, -2.0326, 0.4092], [-5.3441, -2.3304, -1.3029], [-7.2342, -0.3328, -0.0015], [-7.5350, -2.0735, 0.0259], [-7.6896, -2.1616, -2.3727], [-8.5622, -0.6781, -1.9225], [-6.9219, -0.6168, -2.5725], [4.0091, 0.7600, -6.9581], [2.6078, 0.3706, -6.9891], [1.5021, 0.0666, -6.9970], [4.2636, 1.1337, -5.9726], [4.6400, -0.0988, -7.1802], [4.1881, 1.5431, -7.6955], [-1.7143, -5.8810, 5.2331], [-2.0337, -4.7210, 4.4128], [-2.2808, -3.8057, 3.7677], [-0.8517, -6.3987, 4.8172], [-1.4811, -5.5681, 6.2475], [-2.5585, -6.5610, 5.2556], [-4.9956, -8.2907, 7.4093], [-3.6265, -7.8273, 7.5864], [-2.5499, -7.4569, 7.7227], [-5.5618, -8.1208, 8.3225], [-5.4663, -7.7479, 6.5918], [-4.9977, -9.3542, 7.1803], [6.0217, 1.6464, -10.8102], [5.3278, 2.5176, -9.8747], [4.7829, 3.2006, -9.1327], [6.9675, 2.0988, -11.1006], [6.2152, 0.6838, -10.3409], [5.4083, 1.4962, -11.6960], [-1.8425, 5.8399, 2.5810], [-3.1752, 5.4359, 2.1492], [-4.2274, 5.1210, 1.8179], [-1.1421, 5.0203, 2.4364], [-1.5132, 6.6978, 1.9976], [-1.8492, 6.1104, 3.6318], [-1.0130, 8.1181, 6.9171], [-0.6349, 7.2353, 5.8227], [-0.3399, 6.5372, 4.9612], [-1.5911, 8.9559, 6.5328], [-1.6173, 7.5689, 7.6369], [-0.1275, 8.5023, 7.4158], [3.2711, -3.7406, 8.4524], [1.9971, -4.4016, 8.2169], [0.9937, -4.9243, 8.0359], [4.0807, -4.4443, 8.2689], [3.3818, -2.8916, 7.7813], [3.3291, -3.3966, 9.4829], [-0.7624, 8.6704, 11.3087], [-0.2981, 9.3603, 10.1134], [0.0673, 9.9037, 9.1724], [-0.1882, 9.0022, 12.1710], [-1.8150, 8.8895, 11.4751], [-0.6353, 7.5965, 11.1878], [-1.7457, -0.0885, -8.2813], [-3.0239, -0.6116, -8.7422], [-4.0281, -1.0113, -9.1275], [-0.9647, -0.8346, -8.4038], [-1.4893, 0.7906, -8.8649], [-1.8114, 0.1819, -7.2294], [-0.6277, -8.3157, 10.8215], [-1.1452, -8.7904, 12.0976], [-1.5551, -9.1629, 13.1014], [-0.6210, -9.1289, 10.0992], [-1.2550, -7.5131, 10.4394], [0.3867, -7.9439, 10.9478], [2.6413, 5.8415, -8.7694], [2.3929, 7.0751, -9.5031], [2.1974, 8.0459, -10.0807], [3.5300, 5.3483, -9.1535], [2.7874, 6.0637, -7.7143], [1.7919, 5.1697, -8.8773], [-3.2020, 2.1964, -11.7163], [-1.8589, 1.9203, -11.2273], [-0.8092, 1.6946, -10.8244], [-3.5069, 1.4169, -12.4109], [-3.8991, 2.2179, -10.8811], [-3.2184, 3.1584, -12.2244], [5.6308, 3.1934, -3.2095], [6.1168, 2.3541, -4.2959], [6.4959, 1.6896, -5.1500], [4.9685, 3.9608, -3.6050], [5.0842, 2.5858, -2.4907], [6.4708, 3.6698, -2.7085]], "atomic_forces_ev_per_a": [[0.1900, -0.6158, -0.0076], [-0.1648, 0.8857, 0.1692], [0.2953, -0.7173, -0.2563], [-0.2823, 0.1017, 0.2947], [0.0248, -0.0257, -0.1856], [0.1844, -0.7450, 0.3790], [-0.0187, 0.5888, -0.7860], [0.1934, 0.4327, -0.1506], [-0.2399, -0.5141, -0.0286], [0.9700, 0.3535, 0.8860], [-0.7517, -0.2940, -0.8728], [0.7731, 0.3225, 0.5114], [-1.0917, 0.1086, 0.1347], [0.4085, 0.3950, -0.4938], [-0.0559, -0.6350, 0.0695], [0.2417, -0.0409, 0.2272], [-0.2371, 0.7298, -0.2295], [0.2386, -0.6584, 0.2507], [-0.3279, -0.2309, -0.2870], [0.0764, 0.2087, 0.1913], [0.0712, -0.1925, -0.5192], [0.2051, -0.0522, 0.1603], [-0.4934, -0.2376, 0.1772], [0.1569, -0.0431, -0.2079], [0.0082, 0.2237, 0.0785], [0.0850, 0.1314, 0.0838], [-0.2860, 0.0150, 0.0214], [-0.0493, 0.1466, 0.0387], [-0.0840, -0.0493, -0.1675], [0.1438, 0.0041, -0.1176], [-0.0898, 0.1157, 0.0014], [0.1130, 0.1630, 0.0660], [0.0465, -0.2038, 0.2774], [0.1500, -0.0904, 0.2455], [-0.0514, -0.2088, 0.0652], [-0.1866, 0.1409, -0.0106], [0.2030, 0.0672, -0.0211], [0.0408, 0.1708, -0.0541], [-0.2084, -0.0055, -0.2332], [-0.2205, -0.0022, -0.1684], [0.0337, 0.1155, -0.0762], [0.1230, -0.0772, 0.2425], [-0.1086, -0.2112, -0.1480], [-0.1453, 0.2181, -0.1114], [0.2764, -0.1244, -0.0331], [0.3893, -0.1088, -0.0217], [0.0004, -0.1010, 0.1484], [-0.3206, -0.2500, 0.0154], [-0.0715, 0.3248, 0.1598], [0.1161, 0.1571, -0.0030], [-0.1344, 0.1461, -0.0857], [0.0496, 0.0180, -0.1692], [0.1016, -0.0146, 0.2119], [-0.0203, -0.2658, -0.0986], [-0.0341, 0.1929, 0.0587], [-0.1696, 0.0574, 0.0995], [0.1475, 0.1923, -0.0993], [0.1885, 0.0896, 0.0369], [-0.0366, -0.0949, 0.2282], [0.0425, -0.0769, -0.0785], [0.0854, 0.0188, 0.2960], [-0.1989, 0.0614, 0.1398], [-0.1413, -0.1173, -0.0335], [-0.1558, -0.0380, -0.1392], [-0.0050, 0.2169, -0.0498], [-0.1026, 0.0021, -0.1497], [0.0318, -0.0284, 0.0137], [-0.1975, -0.0512, -0.0052], [0.0516, -0.0001, 0.0350], [0.0221, -0.0020, 0.0387], [-0.0083, -0.0755, 0.1700], [0.1049, 0.1373, -0.0857], [0.0609, -0.0601, 0.0163], [-0.0108, 0.1440, -0.1260], [0.0156, -0.0146, 0.0257], [0.0259, -0.0476, 0.0394], [-0.0319, -0.0372, 0.0097], [-0.0329, -0.0118, -0.0069], [-0.0632, -0.0270, 0.0498], [0.0620, -0.0865, 0.1457], [-0.0167, -0.0022, 0.0049], [-0.0143, 0.0002, -0.0019], [-0.0140, -0.0114, -0.0013], [0.0143, -0.0350, -0.0420], [0.0542, 0.0296, -0.0712], [-0.0180, 0.1140, 0.0002], [0.0139, -0.0048, -0.0054], [0.0078, -0.0101, -0.0014], [-0.0013, -0.0095, -0.0114], [-0.2869, -0.0595, -0.2205], [0.0808, 0.0169, -0.0263], [-0.1181, -0.0533, -0.0365], [0.0340, -0.0008, 0.0423], [0.0320, 0.0078, 0.0124], [-0.0803, -0.1010, -0.2184], [0.0235, -0.0836, -0.1107], [-0.0201, 0.0070, 0.0441], [0.3475, 0.0881, 0.3291], [0.0067, 0.0291, 0.0209], [-0.0102, 0.0011, 0.0085], [-0.0403, -0.0075, -0.0845], [0.1223, -0.0103, -0.0066], [0.0360, 0.0617, 0.0018], [-0.2007, -0.0989, -0.0499], [0.0298, 0.0181, -0.0152], [-0.0129, -0.0026, -0.0201], [-0.0183, 0.0140, 0.0060], [-0.0116, -0.0134, 0.0286], [0.0043, 0.0359, 0.0988], [0.0538, 0.1159, 0.0541], [0.0007, -0.0049, 0.0172], [-0.0098, -0.0026, 0.0138], [-0.0009, -0.0118, 0.0133], [-0.0555, -0.0098, 0.1718], [0.0707, 0.0186, -0.0317], [-0.1334, -0.0083, -0.0649], [0.0407, 0.0254, 0.0121], [0.1102, -0.0505, 0.0794], [0.0309, -0.0369, 0.0198], [-0.0047, 0.0329, -0.0306], [0.0296, 0.0268, -0.0618], [-0.0574, -0.0517, 0.1258], [-0.0014, 0.0107, -0.0323], [0.0160, 0.0023, -0.0556], [0.0098, 0.0123, -0.0124], [-0.0148, 0.0191, -0.0133], [-0.0099, -0.0578, 0.0522], [-0.0179, 0.1243, -0.0781], [0.0055, -0.0472, 0.0281], [0.0036, -0.0093, 0.0140], [0.0039, -0.0263, 0.0007], [-0.0372, 0.0151, -0.0343], [-0.0486, 0.0113, -0.0345], [0.1290, 0.0785, -0.1056], [-0.0204, -0.0127, 0.0033], [-0.0149, -0.0216, 0.0033], [-0.0102, 0.0082, -0.0051], [-0.0127, 0.0185, 0.0265], [0.0155, 0.0256, 0.0731], [0.0817, -0.0502, -0.0538], [-0.0106, 0.0106, 0.0078], [-0.0055, 0.0016, 0.0169], [0.0004, 0.0113, 0.0145]]}

# 3
{"formula": "C2HClF2O", "method": "ωB97M-V/def2-TZVPD", "mol_weight_g_mol": 114.5, "homo_lumo_gap_ev": 10.08, "homo_energy_ha": -0.4007, "relative_energy_ev": 3.093, "e_tot_ha": -811.84162, "elements": ["C", "C", "O", "F", "F", "Cl", "H"], "xyz": [[-0.0961, -1.0611, 0.6059], [0.4849, -0.5886, -0.6731], [-0.8937, -0.6389, -0.3732], [0.9083, -1.4443, -1.6026], [1.0436, 0.6217, -0.7957], [-0.8159, 2.0979, 1.1172], [-0.6311, 1.0134, 1.7215]], "atomic_forces_ev_per_a": [[-0.0171, 0.3346, -0.7480], [0.0911, -0.2403, 0.8720], [0.7985, -0.1001, -0.2375], [-0.2475, 0.5953, 0.1270], [-0.4824, -0.9189, -0.3413], [-0.2214, 1.0114, -0.2152], [0.0787, -0.6820, 0.5429]]}